No. 1
Computed, not measured: a structure of composition C25H30N2O5S2, with the ωB97M-V functional and the def2-TZVPD basis.

- energy relative to the best compared isomer or geometry (same formula, charge and spin) (kcal per mole) = 37.67
- 2S+1 = 1
- orbital gap (eV) = 7.274
- net charge = 0
- LUMO energy (eV) = 0.4471

Each line ends with the Mulliken charge.
Element x y z (Å)
C -2.5729 2.0025 0.0657  -1.718
C -1.7697 2.1175 1.3128  1.411
C -1.6140 1.0549 2.2255  -1.034
N -2.1051 -0.2343 1.9006  0.676
C -2.0733 -0.8713 0.6877  0.047
N -2.7464 -2.0207 0.8530  0.307
C -3.1999 -2.9415 -0.1600  -0.745
C -3.2000 -2.1343 2.1693  -0.873
C -2.8454 -1.0168 2.8028  -0.493
C -0.9078 1.2259 3.4375  2.225
C -0.6864 0.1331 4.4376  -2.237
C -0.3000 2.4617 3.6788  -0.814
C -0.3551 3.4961 2.7423  0.733
C 0.4562 4.7389 2.9550  -1.633
C -1.1455 3.3319 1.6006  -0.764
H -2.1937 2.7372 -0.6564  0.396
H -2.4998 1.0104 -0.3962  0.288
H -3.6370 2.2211 0.2295  0.368
H -2.5527 -2.8716 -1.0318  0.223
H -3.1703 -3.9618 0.2418  0.294
H -4.2373 -2.7196 -0.4589  0.284
H -3.7478 -2.9866 2.5182  0.458
H -3.0291 -0.7130 3.8139  0.525
H 0.1313 0.4344 5.1072  0.423
H -1.5617 -0.0274 5.0818  0.404
H -0.3855 -0.8208 3.9872  0.413
H 0.2705 2.5953 4.6057  0.360
H 0.1607 5.5083 2.2379  0.388
H 0.3197 5.1287 3.9708  0.388
H 1.5307 4.5455 2.8208  0.282
H -1.2416 4.1636 0.9003  0.321
C 5.2029 2.8234 -0.5059  -0.900
O 4.0898 2.6343 0.3877  -0.458
C 3.0107 1.9556 -0.0799  0.540
C 2.8710 1.5190 -1.4165  -0.421
C 1.7823 0.7494 -1.7670  -0.475
C 0.8789 0.2379 -0.7897  -0.284
C -0.1337 -0.7129 -1.1027  -0.378
C 0.0829 -1.6101 -2.0781  -0.565
S -1.1305 -2.4600 -3.0638  1.428
O -1.4578 -3.7039 -2.3770  -0.745
O -2.1630 -1.4862 -3.3623  -0.818
C -0.3660 -3.0191 -4.5828  -0.931
C 0.6694 -4.0997 -4.3252  -0.475
C 1.4270 -3.9255 -3.0248  -1.091
S 1.7283 -2.2002 -2.5818  1.504
O 2.0998 -1.4910 -3.7914  -0.697
O 2.6163 -2.2107 -1.4422  -0.740
C 1.0378 0.7155 0.5258  -0.486
C 2.0309 1.5986 0.8728  -0.130
H 5.9501 3.3408 0.0938  0.254
H 5.5917 1.8580 -0.8602  0.373
H 4.9062 3.4357 -1.3686  0.336
H 3.6142 1.7739 -2.1720  0.361
H 1.5984 0.5620 -2.8184  0.599
H -1.2408 -0.7259 -0.2375  -0.051
H -1.2253 -3.4117 -5.1397  0.507
H 0.0387 -2.1415 -5.0954  0.373
H 0.1829 -5.0818 -4.3221  0.307
H 1.3762 -4.1137 -5.1605  0.335
H 0.9158 -4.3944 -2.1807  0.410
H 2.4425 -4.3277 -3.0871  0.537
H 0.3460 0.3481 1.2818  0.272
H 2.1352 1.9767 1.8901  0.609



No. 2
Computed, not measured: a structure of composition C2H2LiO2Tl, with the ωB97M-V functional and the def2-TZVPD basis.

- energy relative to the best compared isomer or geometry (same formula, charge and spin) (kcal per mole) = 0.00
- 2S+1 = 1
- orbital gap (eV) = 6.598
- net charge = +2
- LUMO energy (eV) = -11.0123

Each line ends with the Mulliken charge.
Element x y z (Å)
C -1.4070 1.0153 -0.2763  -0.034
C -0.3971 0.3421 0.3697  0.423
O -0.1913 -0.9661 0.0865  -0.569
O -1.3227 1.2203 -1.6076  -0.324
H -2.3821 0.8748 0.2523  0.294
Tl 3.7682 -1.6053 -0.7509  0.987
Li 1.6164 -1.7583 0.9174  0.959
H 0.3157 0.8772 1.0089  0.264



No. 3
Computed, not measured: an isolated molecule of C2H2N6, with the ωB97M-V functional and the def2-TZVPD basis.

- energy relative to the best compared isomer or geometry (same formula, charge and spin) (kcal per mole) = 79.13
- 2S+1 = 1
- orbital gap (eV) = 8.085
- net charge = 0
- LUMO energy (eV) = -1.4671
- SMILES = [H]/N=c1\nncnnn1

Each line ends with the Mulliken charge.
Element x y z (Å)
H 2.8857 0.5089 0.7407  0.274
N 2.2053 -0.2986 0.5793  -0.547
C 1.1261 -0.1257 -0.1587  0.550
N 0.4343 1.0447 -0.8122  -0.243
N -0.6993 1.1433 -0.4217  -0.058
C -1.5160 0.4515 0.4033  0.097
N -1.4952 -0.8425 0.4389  -0.172
N -0.7363 -1.5219 -0.5200  -0.076
N 0.4391 -1.2129 -0.7924  -0.128
H -2.6436 0.8533 0.5428  0.303



No. 4
Computed, not measured: an isolated molecule of C19H24FN3O4S, with the ωB97M-V functional and the def2-TZVPD basis.

- energy relative to the best compared isomer or geometry (same formula, charge and spin) (kcal per mole) = 4.00
- 2S+1 = 1
- orbital gap (eV) = 8.811
- net charge = 0
- LUMO energy (eV) = 0.6234
- SMILES = COC(=O)c1cc(S(=O)(=O)NCC2CCN(Cc3ccccc3F)CC2)c[nH]1

Each line ends with the Mulliken charge.
Element x y z (Å)
C 4.7110 3.9537 1.4721  -0.663
O 4.2663 2.6230 1.2455  -0.290
C 4.1693 2.2520 -0.0345  0.287
O 4.4299 2.9699 -0.9739  -0.635
C 3.7149 0.8718 -0.1855  -0.031
C 3.3770 -0.1061 0.7301  -0.729
C 3.0172 -1.2405 -0.0101  0.670
S 2.4840 -2.7914 0.6552  1.333
O 3.4498 -3.2366 1.6160  -0.740
O 2.1431 -3.6579 -0.4380  -0.662
N 1.1195 -2.3493 1.5234  -0.190
C -0.1593 -2.5597 0.8710  -1.704
C -0.2990 -1.6140 -0.3214  0.932
C -0.2839 -0.1492 0.1106  -0.327
C -0.4096 0.7529 -1.1238  -1.064
N -1.5680 0.4810 -1.9470  0.246
C -2.7865 1.1978 -1.6331  -1.788
C -3.4761 0.8543 -0.3305  0.977
C -4.4116 -0.1706 -0.2477  -0.328
C -5.0096 -0.5045 0.9551  -0.610
C -4.6898 0.1913 2.1088  -0.544
C -3.7785 1.2310 2.0546  -0.474
C -3.1926 1.5445 0.8424  0.427
F -2.3152 2.5753 0.8088  -0.390
C -1.6828 -0.9198 -2.2848  -1.076
C -1.5917 -1.8817 -1.0914  -0.735
C 3.1472 -0.9289 -1.3469  -0.845
N 3.5664 0.3449 -1.4389  0.133
H 5.6867 4.1123 1.0083  0.303
H 4.7757 4.0714 2.5503  0.228
H 4.0013 4.6679 1.0496  0.300
H 3.3909 -0.0214 1.7963  0.569
H 1.1782 -2.7533 2.4454  0.344
H -0.2472 -3.5951 0.5157  0.333
H -0.9509 -2.3655 1.5997  0.522
H 0.5493 -1.8022 -0.9861  -0.103
H -1.1158 0.0292 0.7940  0.153
H 0.6423 0.0807 0.6375  0.440
H -0.4317 1.8018 -0.8250  0.379
H 0.4758 0.5982 -1.7541  0.434
H -2.5343 2.2625 -1.6293  0.431
H -3.4848 1.0172 -2.4563  0.541
H -4.6758 -0.7099 -1.1458  0.405
H -5.7307 -1.3070 0.9911  0.419
H -5.1548 -0.0664 3.0479  0.405
H -3.5191 1.8024 2.9320  0.456
H -2.6197 -1.0727 -2.8246  0.434
H -0.8579 -1.1505 -2.9708  0.384
H -2.4459 -1.7423 -0.4262  0.115
H -1.6066 -2.9092 -1.4584  0.577
H 2.9699 -1.5523 -2.2000  0.512
H 3.7636 0.8708 -2.2776  0.236



No. 5
Computed, not measured: a structure of composition C46H41AsNO8P2SV, with the ωB97M-V functional and the def2-TZVPD basis.

- energy relative to the best compared isomer or geometry (same formula, charge and spin) (kcal per mole) = 62.83
- 2S+1 = 2
- orbital gap (alpha / beta) (eV) = 5.776 / 5.903
- net charge = -1
- LUMO energy (alpha / beta) (eV) = 2.4590 / 2.4586

Each line ends with the Mulliken charge.
Element x y z (Å)
V 0.0546 1.4605 0.2856  -0.136
C 1.3645 -3.0741 1.0479  -2.190
N 0.8157 -3.6154 -0.1768  0.609
C 1.2409 -2.9366 -1.3755  -1.594
P 0.8787 -1.0523 -1.4352  2.143
C 1.8462 -0.7023 -2.9662  0.323
C 2.7098 0.3906 -2.8814  -0.451
C 3.5742 0.6964 -3.9227  -0.688
C 3.5758 -0.0825 -5.0698  -0.569
C 2.6937 -1.1500 -5.1800  -0.768
C 1.8372 -1.4609 -4.1356  -0.209
C -0.8073 -1.2335 -2.1338  1.021
C -1.7479 -1.9628 -1.4034  -0.105
C -3.0474 -2.0912 -1.8610  -0.846
C -3.4239 -1.5003 -3.0583  -0.905
C -2.4993 -0.7705 -3.7848  -0.805
C -1.1992 -0.6293 -3.3225  -0.623
C -0.1276 -4.6301 -0.1729  1.431
C -0.8781 -4.9151 0.9786  -0.125
C -1.7502 -5.9886 1.0171  -0.985
C -1.9189 -6.8107 -0.0869  -0.565
C -1.2092 -6.5198 -1.2426  -0.781
C -0.3279 -5.4545 -1.2907  -0.493
P 0.5631 -1.4166 1.5664  2.475
C -0.4184 -2.0312 2.9990  0.020
C -1.8038 -2.0018 2.8508  0.021
C -2.6279 -2.5028 3.8467  -0.949
C -2.0799 -3.0234 5.0084  -0.706
C -0.7006 -3.0656 5.1621  -0.917
C 0.1253 -2.5874 4.1575  -0.495
C 2.0858 -0.7783 2.3892  0.863
C 2.1086 -0.2868 3.6950  -0.744
C 3.2963 0.1393 4.2660  -0.895
C 4.4798 0.1077 3.5420  -0.741
C 4.4523 -0.2865 2.2144  -0.797
C 3.2629 -0.7110 1.6405  -0.595
H 2.4230 -2.8759 0.8634  0.805
H 1.2959 -3.8104 1.8473  0.603
H 0.7548 -3.3749 -2.2418  0.269
H 2.3305 -3.0274 -1.4922  0.315
H 2.6831 0.9970 -1.9811  0.138
H 4.2531 1.5357 -3.8395  0.453
H 4.2627 0.1408 -5.8765  0.378
H 2.6833 -1.7445 -6.0856  0.407
H 1.1444 -2.2874 -4.2412  0.299
H -1.4698 -2.3949 -0.4528  -0.091
H -3.7666 -2.6491 -1.2738  0.498
H -4.4420 -1.5949 -3.4145  0.357
H -2.7979 -0.2883 -4.7074  0.387
H -0.4944 -0.0357 -3.8884  0.394
H -0.8065 -4.2762 1.8457  0.241
H -2.3116 -6.1759 1.9243  0.406
H -2.5913 -7.6576 -0.0489  0.383
H -1.3329 -7.1422 -2.1203  0.384
H 0.2235 -5.2808 -2.2047  0.392
H -2.2330 -1.5722 1.9540  0.218
H -3.7028 -2.4824 3.7208  0.487
H -2.7280 -3.3989 5.7906  0.388
H -0.2697 -3.4805 6.0654  0.417
H 1.1998 -2.6471 4.2738  0.523
H 1.1884 -0.1991 4.2546  0.515
H 3.3007 0.4980 5.2878  0.429
H 5.4123 0.4069 4.0043  0.358
H 5.3621 -0.2668 1.6265  0.450
H 3.2459 -0.9707 0.5877  -0.001
O -4.1181 1.0179 0.8788  -0.792
As -2.6028 1.5141 0.0732  1.040
O -3.1554 1.7196 -1.4566  -0.832
O -1.4476 0.3241 0.2250  0.877
C -2.1211 3.2299 0.8496  -0.143
C -2.4460 4.3758 0.1356  -0.946
C -2.0091 5.6128 0.5880  -0.431
C -1.2615 5.7116 1.7528  -0.664
C -0.9457 4.5714 2.4802  -0.542
C -1.3651 3.3404 2.0174  -0.028
S -0.9207 1.8292 2.8652  1.544
O -2.0839 0.9884 2.7731  -0.777
O -0.5209 2.1564 4.2122  -0.823
O 0.2482 1.3078 2.0794  -0.131
H -4.6764 0.7567 0.1344  0.279
H -3.0336 4.2642 -0.7685  0.482
H -2.2416 6.5032 0.0188  0.371
H -0.9064 6.6771 2.0873  0.393
H -0.3634 4.6116 3.3912  0.580
C -0.6103 2.9473 -3.4116  -1.501
C -0.0626 3.0443 -2.0169  1.058
O -0.0961 1.9794 -1.3227  0.811
C 0.4666 4.2379 -1.4264  0.400
C 0.2975 5.5098 -2.0080  -0.959
C 0.7850 6.6522 -1.4217  -0.924
C 1.5054 6.5577 -0.2238  -0.390
C 1.6962 5.3384 0.3762  -0.588
C 1.1700 4.1377 -0.1658  0.380
O 1.3632 3.0159 0.4510  -1.009
H -0.0230 2.2109 -3.9653  0.079
H -0.5747 3.8883 -3.9511  0.550
H -1.6400 2.5850 -3.3386  0.179
H -0.2710 5.5873 -2.9254  0.254
H 0.6168 7.6176 -1.8824  0.377
H 1.9072 7.4547 0.2329  0.407
H 2.2261 5.2565 1.3177  0.388



Ordered maximum force results: 2.19; 9.89; 4.47; 0.93; 5.29; unit eV Å⁻¹.